DFT (wB97M-V/def2-TZVPD) results for a 2-piece molecular cluster, C3H9N3O overall at a distorted geometry.

Computed properties:
Relative energy (zero: lowest compared OMol25 entry of this formula, charge and spin) in kJ/mol: 536.6
E_LUMO in eV: -2.08
Total charge: 0

Structure (XYZ):
```
16
Properties=species:S:1:pos:R:3:forces:R:3
H 1.0507 1.1383 -1.6510 0.3 -1.2 0.5
C 1.0027 0.5884 0.4629 -0.1 1.3 2.3
N -0.3912 -2.1105 0.3271 0.5 0.3 0.1
H -1.5453 -0.3501 0.3212 0.3 0.0 -0.5
H 2.5667 1.2594 -0.5071 -1.0 1.0 1.4
H -2.0478 -1.5814 -0.8814 0.8 0.5 0.2
H 0.0053 -1.2636 -1.9952 -0.1 1.2 -0.5
N -0.3419 -0.4774 -1.4166 3.1 1.5 2.0
C 0.6954 0.4093 -0.8915 -4.7 -2.8 -4.8
H 0.0350 -1.7004 1.1570 -0.2 -0.1 -0.2
H -0.6887 -3.0615 0.4799 -0.6 0.3 -0.3
C -1.1651 -1.1031 -0.3822 -1.1 -1.7 0.9
O 0.4291 0.2344 1.4979 -0.9 -0.4 -0.1
H -0.7466 3.2028 1.8394 0.1 -0.2 0.2
N 2.0840 1.3169 0.4435 3.5 0.1 -1.1
H -0.9425 3.4985 1.1962 -0.1 0.1 -0.2
```
Positions in Å, forces in eV/Å.

DFT (wB97M-V/def2-TZVPD) results for a 19-piece molecular cluster, C19H76O19 overall at a distorted geometry.

Computed properties:
Relative energy (zero: lowest compared OMol25 entry of this formula, charge and spin) in kJ/mol: 72.2
E_LUMO in eV: 0.44
Total charge: 0

Structure (XYZ):
```
114
Properties=species:S:1:pos:R:3:forces:R:3
H 4.5531 19.1798 14.2665 0.4 0.4 0.2
O 10.7460 15.9345 11.5345 -2.3 0.0 -1.5
H 8.2114 23.6286 10.0734 -0.7 0.0 0.6
H 7.0640 22.8004 11.2427 0.1 0.7 -0.7
H 12.6274 15.1920 11.7685 0.4 -0.2 0.1
H 7.6835 17.4788 13.8149 -0.9 -0.5 0.9
H 13.8128 17.4418 8.8152 0.4 -0.2 0.9
H 8.2949 12.8407 9.8219 -0.7 -0.4 0.9
H 11.4969 20.4044 10.7502 0.0 0.4 0.2
H 7.7966 20.6568 9.6691 -0.2 0.0 1.2
H 10.6240 20.6763 16.4817 1.3 -1.1 0.3
H 4.5858 19.0513 9.6854 0.4 -0.8 -0.2
H 4.0314 21.4967 11.6773 -0.2 0.0 0.2
C 11.8025 15.6186 12.3250 0.4 0.3 2.2
H 11.2535 22.1360 8.8400 -0.2 0.1 0.3
O 4.7350 15.2246 12.5869 -1.1 -0.3 -0.7
H 7.6324 18.4249 12.3841 -0.4 0.0 -0.8
H 3.8681 21.3446 9.0816 -0.1 -0.3 0.2
H 3.0033 20.0976 11.4349 0.9 -0.5 0.3
H 7.5767 12.3202 14.4535 -0.8 -0.6 0.4
O 6.2619 23.8685 9.5390 0.5 -0.1 1.2
H 5.6518 21.1344 9.0620 0.1 0.3 0.3
H 13.8343 17.1448 10.6337 -0.3 -0.7 0.1
H 5.3400 14.3972 10.7642 -0.4 0.0 0.8
H 5.9729 20.5443 15.3174 -0.4 -0.2 0.6
H 6.1143 15.9198 15.4354 -0.7 0.1 -0.2
O 12.2494 20.3607 15.2261 -0.2 -0.5 -1.0
C 12.1234 21.7515 9.3852 0.8 0.1 -1.3
H 12.9100 21.6757 8.5778 -0.5 0.2 1.0
H 9.4607 21.2446 13.3314 -0.5 0.0 1.2
H 5.3470 15.3972 13.2879 0.9 0.0 0.4
O 8.1412 14.6141 8.7273 -0.7 -1.1 -0.5
O 7.2751 15.2196 13.8754 -1.0 1.2 -0.6
H 8.1188 21.3255 8.1667 0.5 0.0 -0.4
H 3.8240 16.9419 12.0247 -0.2 0.7 0.0
H 3.2041 12.9274 10.1564 -0.2 0.3 -1.0
O 5.2135 13.5595 10.3104 0.4 -0.2 -1.0
H 7.9494 14.5543 13.8019 0.5 -0.8 0.0
C 3.7145 20.5588 12.1613 -1.2 1.2 0.0
H 3.0142 20.8200 13.0072 1.3 -0.3 -0.4
O 9.4940 17.8592 13.0459 0.3 -0.4 -0.5
H 4.3036 11.7897 10.8498 0.4 -0.2 0.0
H 10.9526 16.5957 10.8655 0.4 0.3 -0.3
H 8.3273 11.1967 12.2948 -0.2 0.5 0.2
H 7.2824 14.3804 8.2164 1.5 0.0 0.9
H 6.2130 19.0938 16.2646 -0.5 -0.1 0.0
C 3.6256 16.1348 12.7084 0.5 -0.7 -0.4
H 11.3847 14.9069 13.0715 0.7 0.1 -0.4
H 2.7028 15.6378 12.3554 0.4 0.1 0.5
H 9.2623 10.8179 13.7642 -0.3 0.3 -0.2
C 7.2406 23.7196 10.6172 0.0 -0.1 -0.2
H 4.7569 16.5121 9.4443 0.2 0.9 0.1
H 7.8604 18.5226 8.4132 0.2 0.1 0.0
H 7.7755 16.5243 15.4636 -0.5 -0.7 -0.3
H 10.4243 19.3732 12.1855 -0.8 -0.6 0.4
O 12.0776 17.8635 9.7193 -0.2 -1.4 1.1
H 5.7792 16.6582 10.8740 -0.4 0.5 -0.3
H 12.1030 16.5212 12.9035 0.4 -0.5 -0.2
H 5.3680 23.7198 9.8820 0.4 0.1 0.1
O 4.3547 19.2439 15.2168 -0.1 -0.3 0.7
O 4.8837 19.8552 12.5523 -0.6 -0.3 -0.5
C 4.0890 12.8479 10.7607 -0.4 -0.2 0.6
H 3.7451 13.2029 11.7113 0.2 0.2 0.8
C 13.4735 17.7678 9.8291 0.8 0.6 -1.7
H 9.3257 20.1391 8.9007 -0.4 0.3 -0.2
H 5.1604 19.3662 11.7295 -0.2 0.1 0.8
H 4.7824 22.0832 7.8562 0.4 1.7 -1.1
O 5.7736 13.9680 7.6911 1.7 -2.1 0.5
H 8.1877 19.2199 13.7835 -0.1 0.0 0.6
O 10.7789 20.2660 12.1712 1.3 0.0 -0.3
O 4.8566 18.4529 10.4096 -0.2 -0.5 -0.6
H 5.6833 15.0363 6.0292 0.8 -0.2 -2.0
O 9.1368 17.0509 8.8690 0.3 0.0 -0.5
C 8.8539 13.4159 9.1279 0.5 1.7 0.1
C 5.4253 19.8111 15.9641 0.8 0.5 -1.3
H 11.8507 18.7745 9.5670 -0.1 1.0 -0.1
H 12.1278 19.7791 17.2164 -0.6 0.5 -0.9
H 8.9771 21.2398 11.7163 0.0 0.1 -0.8
H 10.4514 16.0417 7.5643 0.1 0.4 0.4
O 11.9150 20.4467 9.8669 0.2 0.2 -0.4
C 9.9979 17.0362 7.7231 -1.8 -2.0 -0.6
O 8.2615 12.6792 13.9152 1.2 -0.5 -1.5
H 3.5929 16.4764 13.7381 -0.6 0.2 0.0
H 7.3072 24.5938 11.3308 -0.3 -0.7 -0.9
H 9.4204 17.0249 12.5390 0.7 0.3 0.1
H 4.1596 14.9621 6.9295 0.8 -0.1 -0.3
C 4.7568 21.2418 8.4638 -0.1 -2.2 0.0
H 10.7043 17.7802 7.7317 1.8 1.6 0.7
H 11.7334 20.2387 14.3969 0.6 0.1 0.7
H 8.7478 16.1427 8.8534 -0.1 0.3 0.3
H 7.4327 14.8201 15.8870 -0.4 0.7 -0.3
O 7.5272 19.3836 8.1004 0.1 -0.1 -0.1
H 5.0470 20.3282 16.8550 -0.1 -0.2 -0.3
C 8.2690 20.4175 8.7440 -0.1 -0.4 -0.6
H 5.4630 13.9149 8.6050 -0.5 -0.1 0.5
H 6.3648 17.4020 9.4174 -0.3 -0.1 -0.3
H 10.9442 18.9209 16.1777 0.8 0.9 -0.3
H 12.4433 22.4878 10.1443 -0.1 -0.5 -0.2
H 13.9722 18.7263 10.0076 -0.4 0.2 0.0
H 5.4784 19.7766 7.3523 1.4 -0.2 -0.1
H 9.4411 17.2254 6.8128 -0.6 0.0 -0.3
O 4.6275 20.0602 7.6370 -1.8 0.6 1.0
C 9.8537 21.2942 12.3442 -0.9 -0.7 0.8
H 9.7995 12.1116 12.7596 0.6 0.4 -0.7
H 9.0685 12.7643 8.3131 0.2 -0.3 -1.0
C 5.2824 15.0010 6.9806 -3.2 2.6 1.3
C 11.4765 19.9148 16.3099 -1.8 0.0 0.9
C 7.1235 15.6501 15.1936 1.9 -0.6 1.8
H 5.4692 15.9875 7.4459 0.2 -0.2 -0.1
H 9.8095 13.7278 9.6032 -0.7 -0.1 -0.3
H 10.3645 22.2209 12.3135 0.5 0.9 -0.6
C 8.9155 11.6369 13.1085 -0.4 -0.1 1.7
C 8.1670 18.2532 13.3003 0.5 1.1 -0.8
C 5.4421 17.2106 9.9719 0.5 -0.2 0.6
```
Positions in Å, forces in eV/Å.